Density functional theory data (the ωB97M-V functional and the def2-TZVPD basis) for an isolated molecule of C6H8N2.

Values from the calculation:
* structure (SMILES): C[C@H]1Cc2ccnn21
* HOMO energy: -8.5 eV
* energy relative to the best compared isomer or geometry (same formula, charge and spin): 77.8 kcal/mol
* orbital gap: 9.52 eV
* DFT total energy: -9328.335 eV
* lowest unoccupied orbital energy: 0.0365 Eh

Last column: natural (NBO) charge in e.
Positions of all 16 atoms, in Å:
H: 2.992 1.442 0.615  0.2440
H: -0.664 2.052 -1.123  0.2170
C: 0.742 0.809 0.045  0.1323
C: -1.053 -0.109 -0.593  -0.0226
H: 3.212 -1.361 0.172  0.2193
N: 1.272 -1.230 -0.558  -0.2753
C: -1.937 -0.864 0.497  -0.6295
C: 2.169 0.646 0.318  -0.3472
H: -2.989 -0.505 0.496  0.2233
N: 0.316 -0.431 -0.319  -0.1532
H: -1.677 -1.923 0.200  0.2291
H: -1.453 -0.884 1.626  0.2191
C: -0.678 1.408 -0.298  -0.4004
H: -1.586 -0.305 -1.564  0.2187
C: 2.377 -0.656 -0.031  -0.0875
H: -1.043 1.911 0.517  0.2128